[1]
The following is a quantum chemistry calculation of a gas-phase ion, C25H54N3O2 (charge +1) at a distorted geometry, from the OMol25 dataset.

Geometry (Å):
H (-4.36, 2.13, -1.55)
H (-2.03, -0.41, -2.67)
H (1.01, 0.96, -1.50)
H (-3.39, 1.68, 0.49)
H (4.96, 1.93, 0.11)
C (-5.57, -1.02, 0.83)
C (-1.56, -1.40, 1.95)
C (1.38, -1.12, -1.40)
C (7.00, 1.79, 0.73)
H (-1.99, 2.19, -1.74)
H (0.18, -1.54, 3.24)
H (4.91, -1.04, 1.63)
H (1.61, 4.10, 0.48)
C (-0.51, 2.62, -3.21)
N (-0.78, 0.09, -1.04)
C (-4.73, 1.22, -1.10)
H (1.17, 5.06, 1.86)
H (3.29, -2.05, -1.41)
C (0.68, 0.13, -0.88)
H (-3.15, -0.67, -1.14)
H (-1.55, 3.05, 1.30)
H (-2.64, -1.33, 2.13)
H (-5.08, -1.86, 1.31)
O (0.25, 1.90, -4.15)
H (7.36, 1.98, -0.28)
H (5.05, -1.96, 0.15)
H (-0.95, 3.50, -3.68)
H (2.49, 2.46, 2.51)
C (3.29, -0.72, 0.25)
H (-5.76, 1.41, -0.79)
H (2.01, 2.31, -3.11)
H (1.46, 1.05, 2.30)
C (-1.27, -2.69, 1.15)
H (0.10, 2.98, -2.38)
H (7.67, 1.08, 1.21)
C (4.76, -0.99, 0.55)
C (-1.25, 0.30, -2.42)
C (2.89, -1.06, -1.18)
H (1.89, 3.04, -4.72)
H (0.24, 3.22, 3.00)
H (-0.05, 4.65, 0.64)
H (2.67, -1.28, 0.95)
H (2.07, 1.98, 0.89)
H (2.14, 1.30, -4.55)
C (1.68, 2.04, 1.91)
C (0.48, 2.99, 1.96)
C (-1.20, 1.05, 2.01)
C (-3.91, 0.80, 0.14)
C (-0.74, 2.32, 1.30)
H (-5.58, 1.06, 1.47)
C (-2.44, -3.24, 0.33)
H (1.20, -1.20, -2.47)
H (-0.98, -3.45, 1.87)
H (-4.79, 0.42, -1.84)
H (-2.49, 1.75, -3.39)
N (-1.04, -0.20, 1.24)
C (-0.91, -1.52, 3.33)
H (-2.35, -4.32, 0.20)
H (0.99, -2.02, -0.94)
C (-1.67, 1.75, -2.68)
H (-1.27, -2.43, 3.80)
H (-1.21, -0.69, 3.98)
C (5.60, 1.22, 0.66)
H (7.00, 2.72, 1.29)
H (-2.43, -2.83, -0.68)
H (-6.60, -1.03, 1.18)
H (-0.40, -2.51, 0.53)
H (-2.25, 1.17, 2.31)
H (-3.40, -2.98, 0.75)
N (-2.95, -0.27, -0.23)
H (0.94, 0.38, 0.14)
H (3.08, 0.34, 0.45)
H (-0.64, 0.96, 2.94)
H (-0.42, 0.05, -3.07)
C (0.81, 4.28, 1.20)
H (3.34, -0.38, -1.90)
O (5.62, -0.02, 0.00)
C (1.64, 2.16, -4.13)
H (-4.30, 0.07, 2.14)
C (-4.86, 0.28, 1.23)
H (5.17, 1.14, 1.66)
H (-0.46, 2.16, 0.25)
C (-1.60, -0.11, -0.05)
H (-5.54, -1.21, -0.24)

Properties
- SMILES string: CCOCCCCCN(CCCOC)/C(N[C@@H](C)CC)=[N+](/CCC(C)C)[C@H](C)CC
- E_tot: -35359.73671 eV
- Net charge: +1
- Frontier orbital gap: 9.18 eV

[2]
The following is a quantum chemistry calculation of 8 unconnected molecules or ions with the total composition C25H54O10S at a distorted geometry, from the OMol25 dataset.

Geometry (Å):
H (-0.19, -3.78, 2.63)
H (1.69, -3.54, 0.99)
H (-2.80, 1.80, -3.07)
C (-0.44, -2.30, 0.58)
H (-1.71, 1.32, -7.49)
H (-1.56, 2.89, 3.24)
C (-0.03, 4.82, -1.31)
O (0.18, 1.26, -4.71)
H (-8.61, -0.50, -0.62)
H (-1.45, 0.71, -0.72)
O (3.78, -5.21, 2.04)
C (5.13, -0.38, 1.06)
C (-0.22, 6.06, -0.45)
H (-3.77, -0.25, -2.03)
C (6.15, -1.19, 0.85)
H (0.67, 6.27, 0.15)
H (4.91, 2.15, 2.83)
C (-1.51, 1.42, -6.42)
C (3.41, -2.28, 0.69)
H (-6.91, 0.96, -2.71)
O (-6.04, -0.37, -1.43)
H (6.62, 2.18, 3.27)
H (-1.27, 2.53, 0.35)
H (0.81, 4.95, -1.99)
H (-2.17, 0.73, -5.88)
H (-4.32, 2.19, -2.23)
C (4.35, -4.49, -0.14)
H (1.06, -0.83, 0.97)
C (-2.53, -5.57, 3.03)
C (5.55, 3.99, 3.76)
H (-0.39, 0.63, -4.26)
C (-8.33, 0.38, -1.20)
H (-2.81, -7.59, 3.76)
H (0.60, 1.82, -6.63)
H (-1.37, 5.33, -2.63)
H (-1.77, 2.43, -6.11)
O (3.04, -0.36, 2.10)
C (0.93, -1.63, 0.23)
C (-0.88, 3.53, 2.68)
H (6.27, 4.32, 4.51)
H (-8.03, 1.16, -0.48)
H (-7.49, -0.71, -2.86)
H (0.21, 0.10, -6.41)
H (-6.29, -1.16, -0.94)
H (7.17, -0.84, 0.65)
H (-1.31, -1.67, 0.27)
C (-7.19, 0.07, -2.15)
H (-1.57, -7.43, 2.49)
O (5.87, 4.65, 2.54)
C (-3.29, 1.84, -2.09)
H (5.23, 4.36, 1.88)
C (4.45, -3.10, 0.47)
H (-2.74, 2.58, -1.50)
H (5.33, 0.69, 1.05)
C (5.62, 2.48, 3.59)
C (4.33, -5.51, 1.04)
C (0.03, 2.70, 1.79)
H (-1.50, 4.20, 2.08)
C (2.01, -2.75, 0.30)
H (-0.30, 4.13, 3.38)
H (2.08, -3.17, -0.72)
H (-0.56, -3.27, 0.07)
C (3.74, -0.97, 1.35)
H (0.71, 3.34, 1.22)
H (-2.84, -5.14, 1.15)
H (5.38, 1.98, 4.53)
H (-1.07, 5.94, 0.22)
H (-0.43, 6.93, -1.07)
O (6.66, -3.52, 1.10)
H (0.82, -1.27, -0.81)
O (-1.21, 4.56, -2.07)
O (-2.18, -4.90, 1.82)
O (-0.75, 1.92, 0.88)
C (-3.25, 0.48, -1.42)
H (0.63, 2.02, 2.39)
H (5.27, -4.64, -0.73)
H (-1.79, -5.29, 3.78)
H (3.50, -4.62, -0.83)
H (-9.21, 0.73, -1.74)
S (-0.56, -2.49, 2.41)
C (-2.55, -7.07, 2.83)
H (4.86, -6.49, 0.99)
C (-0.06, 1.12, -6.11)
H (-3.51, -5.21, 3.36)
H (-3.27, -7.35, 2.06)
H (4.55, 4.30, 4.08)
O (-1.90, 0.05, -1.27)
H (0.16, 3.95, -0.68)
H (-3.72, 0.52, -0.44)
C (5.87, -2.67, 0.85)

Properties
- SMILES string: O=CCC1=C(CCCS)C(=O)C=CC1=O.CCO.CCO.CCO.CCO.CCO.CCO.CCO
- E_tot: -58106.96065 eV
- Frontier orbital gap: 7.43 eV

[3]
The following is a quantum chemistry calculation of 8 unconnected molecules or ions with the total composition C25H55IN7O9, from the OMol25 dataset.

Geometry (Å):
C (-1.29, -3.65, 0.15)
O (-1.35, -2.55, 0.66)
C (-2.43, -5.86, -0.33)
O (-5.29, -6.94, 0.15)
H (-5.36, -8.29, -8.46)
C (5.43, 12.04, -0.02)
H (3.57, 10.85, 1.93)
C (-7.03, -8.57, 0.37)
H (7.04, 10.84, 0.64)
C (0.41, 5.38, -0.99)
H (-6.68, -8.59, 1.40)
H (-8.05, -8.75, -1.91)
N (-5.93, -8.22, -6.45)
C (5.43, 9.92, 1.35)
H (-0.36, 3.11, 1.39)
H (3.47, 9.89, 0.44)
N (6.04, 10.92, 0.66)
O (2.87, 7.19, 3.67)
H (3.57, -4.18, 1.62)
C (0.87, 0.00, 0.51)
H (-5.94, -8.69, -5.56)
H (-6.94, -9.56, -0.06)
C (3.68, 6.25, 3.66)
C (1.50, 7.02, 0.58)
C (-7.49, -8.03, -2.50)
H (-0.28, -4.33, -1.63)
H (3.21, -2.46, 4.89)
C (-6.55, -6.22, -7.74)
H (1.51, 6.85, 1.66)
C (1.77, 4.92, -1.48)
H (-7.09, -6.77, -8.51)
H (5.09, 7.41, 2.86)
C (3.36, 4.87, 4.16)
H (2.63, -4.65, 4.41)
H (5.69, 4.54, 3.42)
H (0.67, -3.30, -0.55)
C (0.45, 2.40, 1.24)
C (-5.30, -8.90, -7.57)
H (-1.01, 1.06, 0.46)
O (3.27, -1.81, 1.87)
H (1.00, 2.61, 0.32)
H (2.33, 4.84, 4.50)
H (-2.61, -6.59, 0.46)
H (-3.26, -5.92, -1.03)
N (0.38, 6.35, -0.04)
H (-0.55, 6.60, 0.25)
N (3.23, -3.96, 2.54)
C (3.04, -2.61, 2.75)
C (-0.14, 0.99, 1.10)
H (2.26, -5.74, 3.08)
H (-5.80, -9.85, -7.77)
H (1.88, 0.39, 0.57)
N (-2.34, -4.53, 0.23)
C (-6.19, -7.56, -0.39)
H (1.61, 4.13, -2.21)
O (-0.62, 4.87, -1.41)
H (6.88, 5.84, 3.63)
H (2.35, 4.52, -0.65)
O (-7.01, -6.55, -5.42)
H (-0.45, 0.63, 2.08)
H (6.31, 5.41, 2.01)
H (-3.13, -4.17, 0.73)
H (-1.51, -6.12, -0.84)
H (1.46, 8.10, 0.40)
H (3.92, -5.59, 3.66)
H (4.35, 11.99, 0.08)
H (5.77, 12.99, 0.40)
H (2.44, 6.65, 0.18)
H (3.46, 4.13, 3.36)
O (2.67, 2.51, 2.07)
H (2.32, 5.74, -1.94)
H (2.42, -1.09, 4.08)
C (6.01, 5.51, 3.06)
H (-8.18, -7.30, -2.92)
C (3.92, 9.94, 1.44)
H (-7.05, -5.28, -7.56)
H (5.67, 12.03, -1.09)
C (-6.52, -7.00, -6.44)
I (0.53, -0.23, -1.60)
H (4.02, 4.61, 4.99)
N (-6.48, -7.38, -1.70)
H (-5.53, -6.03, -8.09)
H (-5.90, -6.69, -2.16)
C (1.45, 2.48, 2.40)
H (-7.03, -8.56, -3.34)
O (6.08, 9.03, 1.87)
H (3.59, 9.08, 2.02)
N (4.93, 6.47, 3.18)
C (2.52, -2.18, 4.10)
C (3.00, -5.04, 3.47)
H (-8.08, -8.28, 0.37)
C (-0.05, -4.11, -0.59)
H (0.37, -5.00, -0.12)
H (-4.25, -9.10, -7.36)
H (1.54, -2.62, 4.30)
H (0.85, -0.97, 0.98)
O (0.97, 2.48, 3.55)

Properties
- E_tot: -63780.65848 eV
- Net charge: -1
- Frontier orbital gap: 5.62 eV